DFT (the ωB97M-V functional and the def2-TZVPD basis) results for a molecular structure, C68H76AgGe2N2O4S5 at a distorted geometry.

```
! wB97M-V def2-TZVPD RIJCOSX def2/J DEFGRID3
* xyz -1 1
Ag -1.39 1.90 0.02
C -1.80 3.01 -4.79
N -1.26 3.60 -3.58
C 0.18 3.81 -3.54
C -1.89 3.49 -2.39
O -1.37 3.85 -1.33
C -3.32 2.97 -2.42
O -3.92 3.06 -1.14
C -4.30 4.38 -0.83
C -3.94 4.79 0.60
O -3.23 4.11 1.33
N -4.47 6.00 0.93
C -5.36 6.74 0.05
C -4.11 6.70 2.15
H -2.16 1.99 -4.60
H -2.62 3.62 -5.18
H -1.01 2.95 -5.53
H 0.70 2.84 -3.57
H 0.49 4.42 -4.39
H 0.44 4.31 -2.61
H -3.92 3.50 -3.17
H -3.29 1.91 -2.67
H -3.79 5.09 -1.49
H -5.38 4.48 -0.98
H -4.96 6.84 -0.96
H -6.35 6.27 -0.02
H -5.49 7.74 0.45
H -3.58 6.04 2.82
H -3.48 7.56 1.91
H -5.01 7.04 2.66
C -6.14 0.39 -4.26
C -4.87 -0.42 -4.23
C -3.88 -0.22 -5.18
C -2.69 -0.94 -5.16
C -1.61 -0.64 -6.16
C -2.50 -1.91 -4.16
C -3.50 -2.15 -3.22
C -3.36 -3.20 -2.16
C -4.66 -1.38 -3.26
C -1.29 -2.78 -4.25
C -1.37 -3.76 -5.24
C -0.30 -4.59 -5.52
C 0.87 -4.44 -4.79
C 0.96 -3.50 -3.77
C -0.12 -2.65 -3.48
Ge -0.05 -1.32 -1.96
S -1.18 0.45 -2.39
S -0.60 -2.47 -0.05
Ge 0.92 -1.06 0.87
S -0.04 0.70 1.73
S 2.00 -0.74 -1.11
C 2.08 -1.90 2.30
C 1.62 -2.95 3.11
C 2.43 -3.46 4.12
C 3.70 -2.96 4.32
C 4.16 -1.93 3.53
C 3.35 -1.38 2.54
C 3.87 -0.17 1.84
C 3.65 1.09 2.41
C 2.87 1.22 3.68
C 4.20 2.21 1.80
C 4.98 2.11 0.66
C 5.55 3.34 0.01
C 5.21 0.85 0.12
C 4.68 -0.29 0.70
C 5.02 -1.65 0.15
C 0.30 -3.63 2.90
C 0.30 -4.87 2.24
C 1.59 -5.48 1.75
C -0.90 -5.53 2.05
C -2.10 -5.01 2.52
C -3.40 -5.73 2.28
C -2.07 -3.82 3.23
C -0.88 -3.12 3.44
C -0.90 -1.85 4.24
C 2.26 -3.52 -3.04
C 2.49 -4.50 -2.07
C 1.36 -5.35 -1.55
C 3.78 -4.69 -1.58
C 4.84 -3.93 -2.04
C 6.25 -4.21 -1.58
C 4.59 -2.92 -2.96
C 3.32 -2.70 -3.47
C 3.06 -1.59 -4.44
H -6.11 1.12 -5.07
H -6.28 0.92 -3.31
H -7.01 -0.25 -4.41
H -4.02 0.53 -5.96
H -1.95 0.10 -6.88
H -1.30 -1.54 -6.69
H -0.74 -0.24 -5.64
H -2.58 -3.92 -2.40
H -4.30 -3.73 -2.01
H -3.09 -2.73 -1.21
H -5.43 -1.54 -2.51
H -2.30 -3.87 -5.79
H -0.37 -5.35 -6.29
H 1.73 -5.06 -5.00
H 2.05 -4.25 4.76
H 4.34 -3.38 5.10
H 5.16 -1.52 3.68
H 1.89 0.77 3.56
H 2.73 2.27 3.95
H 3.39 0.71 4.50
H 4.01 3.19 2.24
H 5.56 4.18 0.70
H 4.95 3.63 -0.86
H 6.57 3.16 -0.34
H 5.82 0.76 -0.77
H 5.57 -1.54 -0.78
H 4.11 -2.21 -0.07
H 5.62 -2.22 0.86
H 2.20 -4.74 1.24
H 1.39 -6.31 1.07
H 2.17 -5.86 2.59
H -0.91 -6.48 1.51
H -3.23 -6.77 2.03
H -3.93 -5.26 1.45
H -4.05 -5.68 3.16
H -2.99 -3.41 3.63
H -1.72 -1.86 4.96
H -1.02 -0.99 3.59
H 0.04 -1.72 4.78
H 0.59 -5.52 -2.31
H 0.87 -4.84 -0.72
H 1.73 -6.31 -1.20
H 3.94 -5.47 -0.84
H 6.26 -4.86 -0.70
H 6.78 -3.29 -1.34
H 6.81 -4.72 -2.37
H 5.41 -2.30 -3.30
H 3.99 -1.18 -4.84
H 2.52 -0.78 -3.94
H 2.43 -1.93 -5.27
O -2.99 4.84 4.59
S -2.22 3.75 3.92
C -1.31 2.97 5.30
C -1.26 3.62 6.52
C -0.61 3.01 7.58
C -0.04 1.75 7.41
C -0.12 1.10 6.19
C -0.75 1.72 5.12
C -0.73 4.57 3.28
C -0.59 5.93 3.53
C 0.53 6.59 3.06
C 1.49 5.90 2.33
C 1.32 4.55 2.07
C 0.22 3.87 2.56
H -1.74 4.58 6.62
H -0.56 3.51 8.54
H 0.46 1.27 8.24
H 0.31 0.12 6.07
H -0.80 1.24 4.15
H -1.36 6.44 4.09
H 0.66 7.65 3.27
H 2.37 6.42 1.96
H 2.06 4.00 1.48
H 0.10 2.81 2.38
*
```

**E_HOMO**: -0.171 Ha
**ΔE to the lowest compared entry with this formula, charge and spin**: 79.1 kJ/mol
**LUMO energy**: 2.113 eV


DFT (the ωB97M-V functional and the def2-TZVPD basis) results for a molecular structure, C2H3CrLiO at a distorted geometry.

```
! wB97M-V def2-TZVPD RIJCOSX def2/J DEFGRID3
* xyz 1 6
O 0.58 0.50 2.19
C 0.61 -0.33 1.35
Cr 0.61 1.31 -1.66
Li -1.31 0.97 -2.00
H 1.23 -1.20 1.19
C -0.33 -0.13 -0.24
H -0.03 -0.91 -0.92
H -1.36 -0.22 0.10
*
```

**⟨S²⟩**: 8.783
**E_HOMO (spin up / spin down)**: -0.479 / -0.485 Ha
**ΔE to the lowest compared entry with this formula, charge and spin**: 0.0 kJ/mol
**LUMO energy (spin up / spin down)**: -5.374 / -5.841 eV


DFT (the ωB97M-V functional and the def2-TZVPD basis) results for a molecular structure, C24H33CrN3P2Se at a distorted geometry.

```
! wB97M-V def2-TZVPD RIJCOSX def2/J DEFGRID3
* xyz 1 4
C -1.16 3.15 -3.69
C -1.13 1.92 -3.04
C 0.16 1.43 -2.71
C 1.33 2.21 -2.69
C 1.24 3.48 -3.29
C 0.02 3.91 -3.85
C 2.53 1.60 -2.08
C 2.70 0.24 -2.63
C 1.54 -0.56 -2.63
C 1.58 -1.97 -2.87
C 2.76 -2.45 -3.44
C 3.89 -1.63 -3.59
C 3.89 -0.30 -3.12
H -2.10 3.49 -4.10
H 2.15 4.08 -3.35
H 0.00 4.83 -4.45
H 3.41 2.25 -2.05
H 2.76 -3.48 -3.83
H 4.76 -1.99 -4.15
H 4.77 0.34 -3.16
N 0.30 0.07 -2.38
Cr -0.80 -0.50 -0.95
C -2.38 1.11 -2.76
H -2.32 0.06 -3.12
H -3.27 1.58 -3.19
C 0.35 -2.85 -2.65
H -0.47 -2.57 -3.34
H 0.62 -3.90 -2.83
P -2.74 1.09 -0.97
P -0.38 -2.71 -0.96
C 1.01 -3.19 0.11
H 0.99 -2.60 1.03
H 0.92 -4.26 0.35
H 1.96 -3.00 -0.40
C -1.57 -4.05 -0.95
H -1.08 -5.01 -1.11
H -2.09 -4.04 0.01
H -2.31 -3.89 -1.74
C -3.17 2.75 -0.47
H -4.22 2.91 -0.78
H -3.04 2.83 0.62
H -2.48 3.45 -0.97
C -4.02 -0.05 -0.51
H -4.14 -0.03 0.58
H -4.93 0.30 -1.01
H -3.80 -1.08 -0.81
H 2.81 1.49 -0.62
H -1.39 1.10 -0.36
C -1.00 0.33 2.02
N 0.24 0.56 2.70
C 0.41 0.50 4.07
C 1.73 0.69 4.33
N 2.36 0.86 3.10
C 3.80 1.08 2.95
C 1.45 0.74 2.08
Se 1.70 0.46 0.24
H -1.62 -0.33 2.62
H -0.74 -0.20 1.06
H -1.53 1.27 1.83
H -0.39 0.26 4.73
H 2.26 0.64 5.26
H 4.07 2.12 3.18
H 4.32 0.40 3.65
H 4.08 0.86 1.90
*
```

**⟨S²⟩**: 4.249
**E_HOMO (spin up / spin down)**: -0.303 / -0.307 Ha
**LUMO energy (spin up / spin down)**: -2.470 / -2.908 eV


DFT (the ωB97M-V functional and the def2-TZVPD basis) results for a molecular structure, C24H25CoN4OSe at a distorted geometry.

```
! wB97M-V def2-TZVPD RIJCOSX def2/J DEFGRID3
* xyz 2 5
Co -13.65 -8.56 -5.79
C -18.47 -10.74 -9.83
C -18.42 -9.99 -8.52
C -17.53 -10.38 -7.51
C -17.47 -9.61 -6.30
C -16.45 -9.85 -5.24
C -18.36 -8.47 -6.20
C -19.26 -8.12 -7.20
C -20.03 -6.82 -7.26
C -19.36 -8.97 -8.35
H -18.04 -10.19 -10.71
H -19.51 -10.85 -10.16
H -18.02 -11.74 -9.80
H -16.96 -11.29 -7.69
H -16.83 -9.59 -4.28
H -15.50 -9.33 -5.49
H -16.20 -10.89 -5.02
H -18.27 -7.85 -5.33
H -19.73 -6.23 -6.34
H -21.14 -6.91 -7.15
H -19.84 -6.27 -8.18
H -20.15 -8.78 -9.07
Se -8.84 -7.98 -0.08
N -8.97 -9.10 -1.45
C -9.98 -8.72 -2.24
C -10.45 -9.40 -3.43
C -9.86 -10.53 -4.00
C -10.53 -11.24 -5.03
C -11.78 -10.78 -5.41
N -12.30 -9.67 -4.93
C -11.66 -8.97 -3.94
C -12.31 -7.75 -3.50
N -13.43 -7.48 -4.25
C -14.22 -6.41 -3.89
C -13.89 -5.55 -2.84
C -12.71 -5.83 -2.14
C -11.91 -6.97 -2.44
C -10.71 -7.50 -1.71
N -10.21 -6.95 -0.62
H -8.87 -10.91 -3.60
H -10.21 -12.13 -5.56
H -12.40 -11.41 -6.10
H -15.13 -6.30 -4.48
H -14.62 -4.81 -2.55
H -12.46 -5.16 -1.32
C -13.47 -6.58 -8.54
C -14.74 -7.38 -8.46
C -15.91 -6.52 -8.13
O -14.57 -8.24 -7.25
H -13.28 -5.92 -9.45
H -12.65 -7.33 -8.58
H -13.26 -5.98 -7.63
H -14.90 -8.06 -9.33
H -15.86 -6.03 -7.14
H -16.83 -7.12 -8.13
H -16.04 -5.76 -8.95
*
```

**⟨S²⟩**: 6.033
**E_HOMO (spin up / spin down)**: -0.514 / -0.515 Ha
**LUMO energy (spin up / spin down)**: -6.354 / -9.606 eV


DFT (the ωB97M-V functional and the def2-TZVPD basis) results for 7 unconnected molecules or ions with the total composition C43H92N5O6 at a distorted geometry.

```
! wB97M-V def2-TZVPD RIJCOSX def2/J DEFGRID3
* xyz 3 1
O 1.05 0.56 -0.32
H 0.40 0.82 0.36
C -1.59 -2.05 -4.91
C -0.75 -3.02 -5.79
C -1.08 -3.03 -7.28
C -0.61 -1.76 -7.97
C 0.93 -1.80 -7.86
C 1.44 -1.64 -6.37
N 0.69 -2.68 -5.55
O 1.28 -3.00 -4.30
C 1.18 -0.18 -5.94
C 2.94 -1.94 -6.29
C -0.90 -4.53 -5.30
H -2.64 -2.36 -4.85
H -1.58 -1.05 -5.34
H -1.10 -1.94 -3.94
H -2.16 -3.10 -7.42
H -0.74 -3.99 -7.67
H -0.98 -0.81 -7.59
H -0.90 -1.89 -9.02
H 1.38 -1.04 -8.49
H 1.28 -2.74 -8.29
H 0.14 0.03 -5.73
H 1.64 0.59 -6.57
H 1.67 -0.13 -4.97
H 3.50 -1.74 -5.38
H 3.51 -1.31 -6.98
H 3.18 -2.98 -6.52
H -0.80 -4.61 -4.21
H -0.21 -5.13 -5.89
H -1.87 -4.98 -5.50
C -3.92 -8.74 3.13
C -3.14 -7.67 3.92
C -1.65 -7.86 3.47
C -1.49 -7.25 2.01
C -1.72 -5.78 2.04
C -3.20 -5.51 2.31
N -3.60 -6.24 3.58
O -4.80 -5.73 4.20
C -4.17 -5.83 1.17
C -3.18 -3.94 2.65
C -3.13 -7.90 5.46
H -3.38 -9.69 3.21
H -3.94 -8.49 2.07
H -4.98 -8.83 3.37
H -1.30 -8.89 3.47
H -0.95 -7.39 4.16
H -2.09 -7.84 1.32
H -0.50 -7.43 1.59
H -1.38 -5.27 1.14
H -1.05 -5.47 2.85
H -5.15 -5.70 1.61
H -4.09 -6.82 0.73
H -4.15 -5.02 0.44
H -4.21 -3.61 2.81
H -2.68 -3.40 1.85
H -2.64 -3.64 3.56
H -4.11 -7.84 5.93
H -2.47 -7.12 5.85
H -2.85 -8.93 5.68
C -3.90 3.44 -1.62
C -3.66 4.75 -2.40
C -2.64 4.45 -3.54
N -2.63 5.67 -4.59
C -3.97 5.81 -5.36
C -1.51 5.45 -5.58
C -1.23 6.89 -6.04
C -1.50 7.80 -4.85
C -2.28 6.98 -3.85
H -4.62 2.84 -2.18
H -4.26 3.62 -0.61
H -2.96 2.92 -1.47
H -3.30 5.54 -1.75
H -4.59 5.17 -2.79
H -3.02 3.63 -4.15
H -1.63 4.29 -3.18
H -4.74 5.78 -4.59
H -4.16 4.91 -5.95
H -3.96 6.72 -5.96
H -1.62 4.77 -6.43
H -0.62 5.25 -4.99
H -1.94 7.04 -6.85
H -0.24 6.94 -6.50
H -2.07 8.68 -5.17
H -0.59 8.29 -4.50
H -3.17 7.55 -3.59
H -1.76 6.85 -2.90
C 6.03 -3.90 0.90
C 6.39 -2.51 1.43
C 6.06 -1.45 0.35
N 6.55 -0.06 0.90
C 5.65 0.38 2.04
C 6.41 1.02 -0.21
C 7.40 2.22 0.14
C 8.38 1.55 1.15
C 8.06 0.00 1.28
H 4.95 -3.98 0.81
H 6.47 -4.74 1.43
H 6.45 -3.89 -0.10
H 7.42 -2.43 1.79
H 5.70 -2.31 2.26
H 4.99 -1.34 0.22
H 6.54 -1.73 -0.59
H 4.63 0.08 1.84
H 5.62 1.46 2.21
H 6.01 -0.13 2.93
H 5.39 1.40 -0.19
H 6.56 0.65 -1.23
H 6.97 3.08 0.66
H 8.01 2.59 -0.68
H 8.53 1.94 2.16
H 9.41 1.59 0.79
H 8.16 -0.51 2.23
H 8.51 -0.62 0.51
C -4.70 2.63 6.15
C -3.24 2.95 5.83
C -2.43 3.44 7.08
N -0.97 3.99 6.69
C -1.08 5.30 5.92
C -0.16 2.90 5.99
C 0.56 2.05 7.07
C 0.29 2.82 8.43
C -0.13 4.20 7.96
H -5.41 3.45 6.31
H -4.79 1.95 7.00
H -4.95 2.07 5.26
H -3.10 3.55 4.93
H -2.77 1.99 5.64
H -2.48 2.73 7.91
H -2.94 4.38 7.28
H -1.67 6.00 6.52
H -1.57 5.10 4.97
H -0.11 5.75 5.72
H 0.59 3.39 5.37
H -0.59 2.34 5.16
H 1.64 2.15 6.95
H 0.30 1.00 7.14
H 1.20 2.94 9.03
H -0.30 2.25 9.14
H 0.65 4.92 7.71
H -0.81 4.67 8.68
O 1.20 4.42 0.67
C 1.63 5.58 0.15
O 2.18 5.71 -0.98
O 1.44 6.58 0.83
H 1.43 3.67 0.12
*
```

**E_HOMO**: -0.381 Ha
**LUMO energy**: -9.338 eV


Number 1: electronic energy -254136.5825 eV. Number 2: electronic energy -32784.8174 eV. Number 3: electronic energy -142227.8031 eV. Number 4: electronic energy -136258.0601 eV. Number 5: electronic energy -65780.8042 eV.